Computed, not measured: a cluster of 2 separate species, CHBrClNO2 in total at a distorted geometry, with ωB97M-V/def2-TZVPD.

Last column: Mulliken charge in e.
Geometry (Å):
C -0.8906 -0.1561 0.7263  -0.071
N -0.4061 0.3093 -0.4786  0.796
O -1.2834 0.4027 -1.3685  -0.518
O 0.7328 0.6541 -0.6275  -0.531
Cl 0.1870 -0.5491 1.9079  -0.047
Br 3.6631 -0.4256 -1.1731  0.009
H -2.0027 -0.2353 1.0134  0.363

Cartesian forces (eV/Å) of the 6 atoms listed first:
C -2.125 -0.605 1.751
N -2.350 0.689 -1.888
O 0.478 -0.242 0.700
O 1.496 0.001 0.204
Cl 0.530 -0.126 0.472
Br -0.067 0.010 0.021

Properties
HOMO energy (alpha / beta) ... -11.1 / -10.0 eV
Relative energy (zero: lowest compared OMol25 entry of this formula, charge and spin) ... 2.3602 eV
Orbital gap (alpha / beta) ... 8.68 / 6.75 eV